21
Properties=species:S:1:pos:R:3:forces:R:3 method="wB97M-V/def2-TZVPD" homo_lumo_gap_ev=9.09 spin_multiplicity=1 e_homo_ev=-13.67 total_charge=+1
H -0.100675 1.191143 -1.293024 -0.7 -0.8 1.3
O 4.067789 2.582948 -0.434068 -1.0 0.1 0.6
C 3.192686 2.194547 -1.192546 -0.8 -1.0 1.0
O 3.152942 2.016824 -2.406324 -1.2 -0.3 0.1
O 1.970088 1.748990 -0.437076 -0.5 -0.2 -0.5
Tl 5.319819 2.876400 -2.358497 2.8 0.9 -1.5
C 1.265646 0.774426 -0.939875 0.8 -1.0 2.1
C 0.078235 0.313402 -0.262001 2.2 1.2 -1.7
C -0.430689 -1.055367 -0.562482 0.1 -0.5 -0.2
C -1.791873 -1.333552 0.043780 -0.5 -0.2 0.0
O -1.620959 -1.302694 1.464420 1.1 0.4 -0.5
C -2.709998 -1.263922 2.214302 -1.7 -0.4 0.2
O -3.841343 -1.424713 1.823302 0.7 0.2 0.0
O -2.353203 -1.049387 3.473421 0.4 0.0 0.2
H 1.753401 0.134838 -1.692404 -0.7 0.7 -0.5
H -0.025023 0.658179 0.773231 -0.6 0.7 -0.6
H 0.317949 -1.730644 -0.102412 -0.4 0.1 -0.2
H -0.437805 -1.266274 -1.639871 0.0 0.0 0.2
H -2.153913 -2.323065 -0.261419 0.0 0.3 0.1
H -2.528542 -0.576453 -0.254235 0.1 -0.2 0.0
H -3.124534 -1.165623 4.043776 -0.1 0.1 -0.1

21
Properties=species:S:1:pos:R:3:forces:R:3 method="wB97M-V/def2-TZVPD" homo_lumo_gap_ev="6.00 / 5.53" spin_multiplicity=1 e_homo_ev="-9.45 / -9.41" de_lowest_kcal_mol=243.36 total_charge=0
H -3.588731 0.934279 0.211629 3.3 -3.6 -1.3
O -4.365424 1.804641 0.481437 0.5 4.8 2.9
O -3.837096 2.732847 1.187473 -1.8 -3.2 -2.5
C 0.636584 -1.832361 0.565808 -0.1 0.0 -0.4
C -0.540875 -1.476446 0.019716 0.4 -0.9 0.5
C -0.655447 -0.248075 -0.810431 1.7 0.7 -0.6
C 0.753924 0.483364 -0.918592 0.2 0.6 0.4
C 1.505808 0.506590 0.396217 -1.4 0.6 0.4
C 1.869886 -0.959677 0.357349 0.8 0.4 0.0
O 2.494048 -1.015380 -0.928803 -0.6 -0.2 -0.8
O 1.763531 -0.032951 -1.773073 -0.8 -1.3 0.2
O 2.554127 1.448629 0.372222 0.3 -0.6 0.1
O -1.594815 0.727995 -0.287438 0.9 -0.4 -0.4
O -2.825412 0.037020 -0.104556 -2.0 1.7 0.6
H 0.809145 -2.752240 1.146203 -0.4 0.4 -0.4
H -1.450783 -2.087137 0.084141 0.5 0.2 0.3
H -0.824995 -0.483114 -1.868973 -0.8 -0.1 0.2
H 0.574215 1.464835 -1.298322 -0.1 0.8 -0.2
H 0.789293 0.792632 1.149170 -0.2 -0.3 0.7
H 2.724496 -1.221114 0.983756 -0.3 -0.1 0.4
H 3.208528 1.175656 1.035071 -0.2 0.2 -0.3

23
Properties=species:S:1:pos:R:3:forces:R:3 method="wB97M-V/def2-TZVPD" homo_lumo_gap_ev=9.00 spin_multiplicity=1 e_homo_ev=-9.04 de_lowest_kcal_mol=0.00 total_charge=0
C 1.513646 -0.197189 -1.346725 -4.3 0.7 2.7
C 0.298824 1.045475 -0.328716 3.2 -2.2 -3.1
C 2.091084 0.722292 -2.093586 1.3 -1.3 0.0
C 0.738451 2.149702 -0.953869 0.5 -2.0 1.2
C 0.009850 -1.904318 2.199302 2.1 -3.7 -1.4
C -3.192347 -0.109859 0.628901 0.9 -2.6 -0.2
O 2.082840 -2.639342 -0.709443 0.0 -1.0 0.2
O -1.020957 1.001627 2.115406 0.2 0.3 0.5
O 1.844579 1.973958 -1.735776 -0.6 3.0 -1.2
O 3.040946 0.681933 -3.070927 0.3 -2.2 -0.4
O 0.338343 3.382963 -0.767999 0.1 1.9 -1.2
O 0.430172 -0.997877 1.186205 -1.1 1.2 -1.1
O -1.876309 -0.379999 0.184291 1.8 -0.2 -0.6
P 0.828111 -1.892263 -0.917286 1.4 0.9 -0.8
P -0.628246 0.291258 0.904147 0.4 -0.8 0.0
H -0.843320 -2.547502 1.899383 0.1 0.8 0.2
H -0.112330 -1.303866 3.019520 -0.8 0.9 2.5
H 0.869130 -2.706142 2.391824 -1.5 2.0 -0.5
H -3.485315 -1.085687 1.026455 -1.1 0.2 -0.6
H -3.686165 0.339564 -0.183325 -1.2 0.1 -0.8
H -3.104953 0.485231 1.446011 -0.3 2.2 2.3
H 3.358837 -0.275631 -3.329402 -1.3 2.7 1.2
H 0.505129 3.965674 -1.564391 0.0 -1.0 1.2

16
Properties=species:S:1:pos:R:3:forces:R:3 method="wB97M-V/def2-TZVPD" smiles="O=C1[C@H]2C[C@H](C2)[C@@H]1S" homo_lumo_gap_ev=9.99 spin_multiplicity=1 e_homo_ev=-9.29 de_lowest_kcal_mol=21.80 total_charge=0
O -1.040646 -2.120105 -1.134799 -0.1 -0.3 -0.1
C -0.487253 -1.177798 -0.656218 0.3 0.6 0.3
C 0.797317 -1.093784 0.157550 -0.5 -0.1 -0.1
C 0.309930 -0.177798 1.309065 -0.8 0.0 0.7
C 0.201370 0.870655 0.187823 -0.4 0.2 0.1
C 1.428577 0.194655 -0.430248 0.9 0.1 -1.1
C -0.940554 0.310832 -0.692067 0.4 -0.3 0.4
S -2.636532 0.470461 -0.080338 0.1 0.5 0.0
H 1.316284 -2.018744 0.339102 0.2 -0.2 -0.1
H 1.101128 0.040667 2.027981 0.0 0.0 -0.1
H -0.625394 -0.434770 1.851673 0.6 0.0 -0.4
H 0.173451 1.934986 0.391729 0.0 0.1 0.0
H 1.533088 0.270686 -1.551383 0.1 -0.1 1.1
H 2.384948 0.432264 0.090306 -0.7 0.0 -0.5
H -0.862659 0.668253 -1.707417 -0.1 0.2 -0.4
H -2.653055 1.829539 -0.102761 0.0 -0.5 0.0

16
Properties=species:S:1:pos:R:3:forces:R:3 method="wB97M-V/def2-TZVPD" smiles="CC1=CC(=S)CCS1" homo_lumo_gap_ev=7.82 spin_multiplicity=1 e_homo_ev=-8.41 de_lowest_kcal_mol=13.83 total_charge=0
C 1.479549 -0.613253 1.985071 -1.0 -0.4 0.0
C 0.562189 -0.353184 0.805801 0.3 0.5 -0.3
C 0.906431 0.595812 -0.120662 1.2 -1.0 1.2
C 0.286328 0.828555 -1.375225 -1.2 -0.1 -1.0
S 0.886825 1.912855 -2.468762 -0.4 -0.8 0.5
C -1.029169 0.033035 -1.577072 0.4 0.7 -0.9
C -1.815156 -0.057272 -0.305806 -0.5 0.3 0.4
S -0.949821 -1.248846 0.791044 -0.1 0.7 0.0
H 1.726918 -1.687580 2.056679 0.0 0.4 -0.1
H 0.899414 -0.364053 2.899753 0.6 0.0 -0.4
H 2.390874 -0.020941 1.890382 -0.1 -0.1 0.2
H 1.893061 1.053571 0.031619 -0.5 0.1 0.0
H -0.929635 -1.018138 -1.847929 0.9 0.0 -0.3
H -1.619117 0.446761 -2.405162 0.2 0.3 0.3
H -2.815289 -0.418638 -0.597943 0.3 0.0 0.7
H -1.873402 0.911316 0.238212 -0.2 -0.6 -0.3

Molar mass readings, ordered: 380.507 192.123 254.071 128.196 144.264 g mol⁻¹